{"formula": "C20H12BF14NO2ReTe", "method": "ωB97M-V with the def2-TZVPD basis set", "total_energy_ev": -74661.800, "orbital_gap_ev": [5.8519, 5.8346], "homo_ev": [-11.207, -11.194], "max_force_ha_per_bohr": 0.049, "e_lumo_ev": [-5.35, -5.36], "charge": 1, "multiplicity": 1, "elements": ["Re", "Te", "F", "F", "F", "F", "F", "F", "F", "F", "F", "F", "F", "F", "F", "F", "O", "O", "N", "C", "C", "C", "C", "C", "C", "C", "C", "C", "C", "C", "C", "C", "C", "C", "C", "C", "C", "C", "C", "B", "H", "H", "H", "H", "H", "H", "H", "H", "H", "H", "H", "H"], "positions_angstrom": [[-0.0307, 0.1465, -2.4159], [1.6046, -1.2264, -3.6455], [-2.7742, -2.5956, -3.6597], [-2.9557, -0.5076, 0.0243], [-0.9138, -3.4382, -3.0021], [-4.1960, -1.0989, -1.6331], [2.5382, 4.7673, -0.4964], [0.4062, 4.8836, -0.3977], [-3.7615, -2.4995, -0.0628], [1.3850, 4.7211, -2.3087], [-2.7865, -4.1138, -2.1540], [2.7656, 0.8741, -1.1307], [3.6920, 2.7888, -1.3737], [2.4547, 1.9735, -2.9442], [-1.4042, 4.1005, -1.9870], [-1.6312, 2.1086, -3.0475], [-1.6573, -0.8169, -2.3308], [0.2625, 2.3914, -1.9462], [0.1864, -0.0672, -0.4919], [0.9575, 2.1753, 0.3584], [1.4202, 4.3128, -1.0405], [1.1960, 2.9502, 1.4864], [-0.1433, -5.3741, 1.5483], [2.5939, 2.1135, -1.6183], [-0.9767, -3.5391, 0.0924], [-2.1317, -3.0463, -2.5937], [1.0151, -3.1447, 1.3603], [0.0383, 1.3992, 2.8716], [-0.8975, -2.2873, -0.4925], [-1.9467, -1.9066, -1.5451], [1.0706, 3.4268, 3.9408], [-3.2569, -1.5246, -0.8072], [0.7794, 2.5720, 2.7615], [1.2919, 2.7562, -1.0155], [0.0991, -1.3929, -0.0432], [0.3710, 0.8857, 0.5043], [-0.0310, -3.9943, 1.0133], [1.0601, -1.8639, 0.8596], [-0.1299, 0.5738, 1.7882], [-0.9191, 2.9487, -2.3135], [-0.4009, 1.1296, 3.8192], [0.2861, 4.1782, 4.0425], [0.3198, -6.0711, 0.8496], [1.0931, 2.8372, 4.8545], [2.0177, 3.9475, 3.8229], [-1.7846, -4.2054, -0.1628], [0.3654, -5.4720, 2.5023], [1.7813, -3.4816, 2.0395], [-0.6961, -0.3350, 1.9113], [-1.1871, -5.6602, 1.6477], [1.8506, -1.1929, 1.1505], [1.7103, 3.8942, 1.4107]]}